Entry 1:
Entry from the Open Molecules 2025 dataset: a cluster of 3 separate species, C12H21BI2NO6S in total at a distorted geometry (ωB97M-V with the def2-TZVPD basis set).

Output
frontier orbital gap = 7.032 eV
charge = -1
E = -54274.91701 eV
HOMO energy = -4.899 eV

Each line ends with the Mulliken charge.
Element x y z (Å)
1 C 0.685 -2.328 -0.450  -0.70
2 C 1.848 -1.302 -0.305  -0.51
3 B 1.401 0.188 -0.616  1.07
4 O 2.045 0.832 -1.624  -0.61
5 C 0.186 0.952 0.131  -0.81
6 I 0.049 0.103 2.136  -0.07
7 C 0.458 2.456 0.379  0.48
8 O 1.653 2.796 0.410  -0.73
9 O -0.567 3.176 0.572  -0.65
10 N -1.017 0.690 -0.704  0.32
11 S -1.098 1.771 -2.017  -0.14
12 C -2.275 0.574 0.030  -0.29
13 C -3.482 0.723 -0.880  -0.05
14 O -4.303 1.545 -0.770  -0.43
15 I -3.716 -0.835 -2.408  -0.10
16 H 0.449 -2.772 0.515  0.23
17 H -0.215 -1.822 -0.796  0.17
18 H 0.960 -3.136 -1.122  0.33
19 H 2.616 -1.614 -1.020  0.08
20 H 2.299 -1.410 0.680  0.31
21 H 2.853 0.370 -1.859  0.34
22 H -0.677 0.967 -3.015  0.11
23 H -2.388 -0.417 0.468  0.39
24 H -2.366 1.374 0.764  0.33
25 C -2.725 5.108 1.709  -0.86
26 C -3.693 5.745 2.666  0.77
27 O -4.882 5.818 2.446  -0.58
28 C -3.107 6.303 3.946  -1.05
29 H -3.259 4.746 0.835  0.26
30 H -1.976 5.833 1.389  0.31
31 H -2.218 4.265 2.179  0.26
32 H -2.375 7.078 3.714  0.30
33 H -2.619 5.507 4.510  0.30
34 H -3.902 6.734 4.552  0.30
35 C 4.334 -5.306 -2.391  -1.08
36 C 3.115 -5.545 -1.531  0.75
37 O 2.321 -4.666 -1.304  -0.47
38 C 2.938 -6.935 -0.966  -1.13
39 H 4.339 -4.273 -2.728  0.26
40 H 5.242 -5.498 -1.816  0.33
41 H 4.314 -5.965 -3.261  0.32
42 H 3.788 -7.194 -0.333  0.33
43 H 2.860 -7.661 -1.777  0.33
44 H 2.029 -6.969 -0.371  0.28


Entry 2:
Entry from the Open Molecules 2025 dataset: a structure of composition C31H59BrN5O4PmS2SeSi3 (ωB97M-V with the def2-TZVPD basis set).

Output
frontier orbital gap (alpha / beta) = 4.493 / 4.381 eV
2S+1 = 5
charge = -2
E = -246000.64063 eV
expectation value of S² = 6.01
HOMO energy (alpha / beta) = -1.053 / -0.942 eV

Each line ends with the Mulliken charge.
Element x y z (Å)
1 Pm 1.028 -1.600 0.299  0.47
2 N -2.360 -4.671 1.361  -0.44
3 C -1.447 -3.900 0.716  0.29
4 O -0.242 -4.066 0.942  -0.78
5 C -1.959 -2.899 -0.284  -0.20
6 C -0.870 -2.481 -1.282  -1.31
7 H -2.031 -5.038 2.245  0.30
8 H -3.295 -4.297 1.398  0.26
9 H -2.269 -2.018 0.301  -0.11
10 H -2.880 -3.316 -0.717  0.55
11 H -1.285 -1.660 -1.880  0.50
12 H -0.705 -3.312 -1.986  0.37
13 Br 4.216 -2.571 -6.437  -0.23
14 C 3.421 -2.284 -4.735  0.01
15 C 2.057 -2.093 -4.645  -0.80
16 C 1.526 -1.900 -3.376  -0.59
17 N 2.266 -1.881 -2.274  1.64
18 C 3.579 -2.062 -2.389  -0.78
19 C 4.210 -2.268 -3.606  -0.69
20 H 1.421 -2.100 -5.518  0.50
21 H 0.462 -1.748 -3.236  0.18
22 H 4.149 -2.031 -1.468  0.42
23 H 5.279 -2.421 -3.656  0.48
24 C 5.109 -2.505 1.813  -1.20
25 Si 3.328 -1.943 2.287  0.58
26 C 3.700 -0.343 3.266  -1.14
27 C 2.953 -3.175 3.707  -1.29
28 H 5.732 -2.639 2.709  0.40
29 H 5.598 -1.766 1.167  0.23
30 H 5.091 -3.458 1.269  0.25
31 H 4.304 -0.566 4.157  0.40
32 H 2.777 0.148 3.593  0.20
33 H 4.248 0.378 2.649  0.26
34 H 3.756 -3.173 4.457  0.38
35 H 2.854 -4.195 3.314  0.22
36 H 2.010 -2.926 4.204  0.29
37 Se -2.212 -2.786 4.399  -0.40
38 C -0.942 -2.123 3.298  -0.04
39 N -0.126 -1.722 2.571  -0.39
40 C -0.706 2.967 3.289  -1.25
41 C -2.185 2.596 3.193  2.07
42 C -3.022 3.555 4.030  -2.12
43 C -2.407 1.161 3.648  -1.15
44 O -2.667 2.746 1.851  0.24
45 Si -1.909 2.392 0.414  -3.61
46 S -0.922 0.618 0.354  2.35
47 O -0.879 3.638 0.073  0.59
48 C -1.012 4.881 -0.592  1.97
49 C 0.271 5.643 -0.285  -1.68
50 C -2.222 5.649 -0.062  -1.37
51 C -1.131 4.645 -2.095  -1.33
52 O -3.152 2.570 -0.681  0.17
53 C -4.427 1.948 -0.758  1.89
54 C -4.378 0.487 -0.317  -1.47
55 C -4.841 2.037 -2.222  -1.91
56 C -5.408 2.729 0.115  -1.60
57 H -0.384 2.950 4.333  0.60
58 H -0.537 3.966 2.877  0.14
59 H -0.092 2.260 2.725  0.10
60 H -2.746 3.482 5.085  0.40
61 H -4.082 3.311 3.926  0.36
62 H -2.868 4.584 3.692  0.40
63 H -2.088 1.026 4.685  0.49
64 H -1.841 0.474 3.019  -0.20
65 H -3.467 0.900 3.575  0.29
66 H 0.354 5.816 0.791  0.37
67 H 0.285 6.606 -0.804  0.41
68 H 1.133 5.050 -0.597  0.21
69 H -2.132 5.782 1.019  0.23
70 H -3.142 5.096 -0.263  0.05
71 H -2.284 6.633 -0.537  0.49
72 H -0.261 4.084 -2.444  0.21
73 H -1.181 5.598 -2.631  0.46
74 H -2.027 4.061 -2.313  0.09
75 H -3.597 -0.050 -0.860  0.16
76 H -5.347 0.016 -0.506  0.60
77 H -4.146 0.405 0.748  0.23
78 H -4.145 1.463 -2.839  0.35
79 H -4.815 3.079 -2.551  0.34
80 H -5.851 1.643 -2.366  0.42
81 H -5.028 2.780 1.136  0.05
82 H -6.390 2.245 0.117  0.47
83 H -5.519 3.749 -0.264  0.37
84 C 2.468 2.378 0.597  -0.34
85 Si 2.703 0.845 -0.517  -0.07
86 C 2.250 1.559 -2.243  -1.06
87 C 4.626 0.814 -0.627  -1.24
88 H 3.063 3.229 0.229  0.36
89 H 2.783 2.164 1.625  0.21
90 H 1.415 2.674 0.624  -0.34
91 H 2.712 2.544 -2.406  0.44
92 H 1.161 1.676 -2.318  0.03
93 H 2.574 0.898 -3.058  0.36
94 H 5.018 1.825 -0.809  0.40
95 H 4.995 0.167 -1.435  0.31
96 H 5.058 0.445 0.311  0.14
97 S 3.070 -4.702 -0.540  -0.33
98 C 2.016 -5.249 -1.699  0.12
99 N 0.749 -5.638 -1.321  0.20
100 C -0.178 -6.079 -2.163  -0.01
101 C 0.119 -6.217 -3.486  -0.68
102 C 1.408 -5.792 -3.859  -0.01
103 N 2.312 -5.337 -3.044  -0.41
104 H 0.479 -5.362 -0.365  0.09
105 H -1.147 -6.296 -1.733  0.39
106 H -0.602 -6.585 -4.199  0.40
107 H 1.697 -5.817 -4.909  0.40


Entry 3:
Entry from the Open Molecules 2025 dataset: a structure of composition C25H28CoF4N4O2 (ωB97M-V with the def2-TZVPD basis set).

Output
frontier orbital gap (alpha / beta) = 8.061 / 6.305 eV
2S+1 = 5
charge = +1
E = -84926.89588 eV
expectation value of S² = 6.04
HOMO energy (alpha / beta) = -11.408 / -11.614 eV

Each line ends with the Mulliken charge.
Element x y z (Å)
1 Co -0.015 0.295 -0.147  0.68
2 N 0.463 2.705 -0.391  -0.51
3 N -0.721 3.061 -1.056  -0.28
4 C -1.317 2.095 -1.884  0.57
5 O -2.212 2.417 -2.628  -0.66
6 O -0.830 0.887 -1.727  -0.65
7 H 0.507 3.203 0.489  0.27
8 H 1.281 2.960 -0.936  0.27
9 H -0.816 4.011 -1.377  0.26
10 C -1.215 1.712 2.256  0.00
11 C -2.324 0.730 2.628  0.05
12 C -1.776 -0.457 3.428  -1.46
13 C -3.177 0.357 1.419  0.46
14 C -4.465 0.873 1.370  -1.02
15 C -5.324 0.576 0.325  -1.60
16 C -4.897 -0.247 -0.696  -0.57
17 C -3.622 -0.801 -0.703  0.96
18 C -3.204 -1.596 -1.936  0.84
19 C -4.025 -2.883 -2.079  -1.54
20 C -3.335 -0.743 -3.206  -1.35
21 C -2.770 -0.502 0.379  -0.24
22 N -1.444 -1.051 0.383  2.19
23 C -1.333 -2.391 0.502  -0.40
24 C -2.345 -3.202 1.080  -0.43
25 C -2.159 -4.556 1.229  -0.87
26 C -0.975 -5.156 0.796  -0.49
27 C 0.040 -4.396 0.212  -0.74
28 C -0.151 -3.052 0.086  0.45
29 F 0.802 -2.317 -0.511  -0.09
30 H -0.619 1.998 3.125  0.45
31 H -1.610 2.604 1.767  0.41
32 H -0.528 1.239 1.553  -0.85
33 H -2.997 1.273 3.292  0.67
34 H -0.939 -0.942 2.921  0.16
35 H -2.549 -1.209 3.602  0.33
36 H -1.419 -0.117 4.403  0.49
37 H -4.802 1.515 2.176  0.43
38 H -6.319 1.001 0.303  0.42
39 H -5.560 -0.448 -1.529  0.37
40 H -2.155 -1.875 -1.846  0.11
41 H -5.085 -2.654 -2.214  0.31
42 H -3.932 -3.532 -1.206  0.30
43 H -3.693 -3.443 -2.956  0.46
44 H -4.385 -0.532 -3.427  0.36
45 H -2.921 -1.288 -4.058  0.42
46 H -2.812 0.208 -3.104  0.15
47 H -3.252 -2.721 1.425  0.52
48 H -2.932 -5.157 1.689  0.47
49 H -0.835 -6.223 0.915  0.43
50 H 0.954 -4.849 -0.152  0.51
51 F 6.638 -1.258 -0.690  -0.24
52 C 6.267 -0.212 0.057  0.71
53 F 6.761 -0.374 1.285  -0.27
54 F 6.805 0.890 -0.476  -0.23
55 C 4.759 -0.093 0.077  0.40
56 C 4.072 -0.060 -1.125  -0.96
57 C 2.701 0.064 -1.093  -0.37
58 N 2.016 0.156 0.059  -0.05
59 C 2.687 0.123 1.213  -0.31
60 C 4.063 0.000 1.267  -0.78
61 H 4.593 -0.134 -2.071  0.46
62 H 2.120 0.098 -2.007  0.59
63 H 2.102 0.201 2.121  0.51
64 H 4.573 -0.024 2.219  0.52


Entry 4:
Entry from the Open Molecules 2025 dataset: the molecule C19H19FN2O4S at a distorted geometry (ωB97M-V with the def2-TZVPD basis set).

Output
SMILES = CC[C@H](F)c1cc(CCO)cc2c1C(=O)C(CCSc1nnco1)=CC2=O
frontier orbital gap = 7.764 eV
E = -44730.51858 eV
HOMO energy = -8.966 eV

Each line ends with the Mulliken charge.
Element x y z (Å)
1 C 0.650 -3.300 -0.095  -0.82
2 C 0.618 -3.372 -1.666  -0.61
3 C 0.792 -1.956 -2.391  0.14
4 F 1.854 -2.141 -3.339  -0.40
5 C 1.240 -0.880 -1.364  -0.02
6 C 2.676 -0.655 -1.214  -0.84
7 C 3.175 0.340 -0.267  0.88
8 C 4.716 0.546 -0.196  -0.53
9 C 5.192 1.511 0.959  -0.35
10 O 6.539 1.235 1.380  -0.53
11 C 2.209 1.063 0.543  -0.49
12 C 0.784 0.865 0.426  -0.29
13 C 0.299 -0.113 -0.566  0.39
14 C -1.226 -0.285 -0.720  0.19
15 O -1.782 -0.645 -1.737  -0.61
16 C -2.152 0.066 0.495  0.70
17 C -3.537 -0.625 0.503  -0.72
18 C -4.354 -0.476 1.831  -0.74
19 S -5.018 1.200 2.198  -0.19
20 C -4.797 2.310 0.809  0.51
21 N -5.341 3.542 0.860  -0.37
22 N -5.019 4.214 -0.261  -0.42
23 C -4.272 3.395 -1.027  0.00
24 O -4.121 2.196 -0.368  -0.09
25 C -1.676 0.940 1.408  -0.32
26 C -0.276 1.606 1.267  -0.32
27 O -0.039 2.677 1.772  -0.56
28 H 1.656 -3.013 0.317  0.24
29 H 0.443 -4.323 0.334  0.40
30 H -0.152 -2.639 0.331  0.10
31 H 1.430 -4.076 -1.978  0.37
32 H -0.398 -3.757 -1.945  0.22
33 H -0.101 -1.669 -2.989  0.33
34 H 3.395 -1.243 -1.821  0.41
35 H 5.048 1.019 -1.164  0.24
36 H 5.282 -0.424 -0.134  0.43
37 H 5.207 2.552 0.539  0.28
38 H 4.488 1.468 1.831  0.26
39 H 6.608 0.266 1.417  0.32
40 H 2.577 1.820 1.265  0.40
41 H -3.340 -1.729 0.369  0.51
42 H -4.175 -0.339 -0.374  0.24
43 H -5.238 -1.168 1.749  0.45
44 H -3.776 -0.855 2.720  0.41
45 H -3.813 3.638 -2.008  0.39
46 H -2.274 1.218 2.302  0.44


Entry 5:
Entry from the Open Molecules 2025 dataset: a structure of composition C29H48Cl2DyN3O4SeSi at a distorted geometry (ωB97M-V with the def2-TZVPD basis set).

Output
frontier orbital gap (alpha / beta) = 5.667 / 6.299 eV
2S+1 = 6
E = -165866.46069 eV
expectation value of S² = 9.24
HOMO energy (alpha / beta) = -6.734 / -6.736 eV

Each line ends with the Mulliken charge.
Element x y z (Å)
1 C -6.815 1.290 2.620  -1.50
2 C -7.785 1.238 1.485  0.73
3 H -6.796 2.292 3.068  0.38
4 H -5.815 1.038 2.251  0.11
5 H -7.080 0.560 3.403  0.31
6 C -8.983 1.867 1.557  -0.08
7 C -9.424 2.764 2.687  -1.48
8 H -9.749 1.704 0.790  0.46
9 H -8.635 3.487 2.947  0.31
10 H -9.689 2.186 3.590  0.29
11 H -10.318 3.338 2.392  0.37
12 Dy -1.582 -0.426 -0.067  0.60
13 Cl -3.601 -1.999 0.007  -0.42
14 C -1.758 -1.996 -2.818  0.09
15 O -1.392 -0.917 -2.251  -0.45
16 N -2.383 -2.048 -3.991  0.25
17 C -2.463 -0.904 -4.906  -0.86
18 C -3.268 -3.185 -4.257  -0.85
19 H -1.631 -2.956 -2.287  0.35
20 H -1.501 -0.390 -4.946  0.29
21 H -3.271 -0.213 -4.636  0.20
22 H -2.678 -1.298 -5.900  0.39
23 H -2.886 -4.066 -3.726  0.34
24 H -3.278 -3.399 -5.330  0.32
25 H -4.308 -2.989 -3.935  0.28
26 H 2.451 0.477 -2.913  0.30
27 H 4.276 -1.711 -1.637  0.33
28 C 2.556 0.787 -1.863  -0.83
29 C 4.098 -0.946 -0.875  -0.95
30 N 2.766 -0.357 -0.976  0.21
31 H 1.674 1.347 -1.549  0.22
32 C 1.749 -0.928 -0.353  0.19
33 O 0.589 -0.422 -0.282  -0.38
34 H 4.241 -1.407 0.104  0.37
35 H 1.945 -1.891 0.128  0.45
36 H 3.438 1.425 -1.808  0.34
37 H 4.843 -0.168 -1.008  0.29
38 H 0.021 4.722 2.763  0.32
39 H -3.323 3.486 1.201  0.18
40 C -0.315 4.881 1.739  -1.10
41 C -2.626 4.307 1.088  -0.91
42 N -1.262 3.860 1.364  0.27
43 H 0.530 4.833 1.049  0.38
44 C -0.829 2.635 1.118  0.01
45 O -1.564 1.707 0.646  -0.69
46 H -2.754 4.761 0.093  0.35
47 H 0.238 2.445 1.304  0.42
48 H -0.834 5.834 1.670  0.40
49 H -2.895 5.091 1.807  0.48
50 O -6.061 0.326 -0.090  -0.34
51 C -7.421 0.231 0.345  -0.46
52 C -8.921 1.403 -1.408  0.12
53 C -8.466 0.239 -0.773  0.25
54 H -8.634 2.388 -1.033  0.69
55 C -9.782 1.309 -2.519  -1.06
56 H -7.377 -0.759 0.824  0.53
57 C -8.925 -1.006 -1.211  -0.46
58 H -10.130 2.221 -3.008  0.37
59 C -10.223 0.064 -2.961  -0.45
60 C -9.790 -1.090 -2.302  -0.64
61 H -8.587 -1.899 -0.678  0.31
62 H -10.887 -0.009 -3.829  0.37
63 H -10.151 -2.070 -2.609  0.37
64 Si -5.489 1.350 -1.350  2.13
65 Cl -5.343 2.949 0.055  -0.67
66 C -6.211 2.779 -2.406  -1.70
67 C -5.810 -0.187 -2.619  -1.25
68 C -3.617 1.145 -1.773  -0.28
69 H -7.129 2.538 -2.944  0.37
70 H -5.400 3.129 -3.062  0.36
71 H -6.480 3.664 -1.798  0.42
72 H -3.021 1.928 -1.275  0.41
73 H -3.461 1.211 -2.858  0.07
74 H -3.331 0.101 -1.525  -0.77
75 H -6.875 -0.406 -2.773  0.21
76 H -5.399 -1.130 -2.225  0.08
77 H -5.386 -0.047 -3.622  0.34
78 Se -1.050 -2.472 2.071  -0.13
79 C 0.716 -2.708 2.519  -0.13
80 C 1.474 -1.665 3.099  -0.11
81 C 2.744 -1.925 3.610  -0.55
82 C 3.319 -3.195 3.494  -0.47
83 C 2.588 -4.223 2.892  -0.49
84 C 1.310 -3.990 2.411  -0.37
85 H 1.016 -0.677 3.172  0.38
86 H 3.305 -1.125 4.090  0.37
87 H 4.313 -3.378 3.902  0.38
88 H 3.017 -5.218 2.793  0.37
89 H 0.726 -4.789 1.964  0.39


Entry 6:
Entry from the Open Molecules 2025 dataset: a cluster of 2 separate species, C4H15N3O in total at a distorted geometry (ωB97M-V with the def2-TZVPD basis set).

Output
frontier orbital gap = 11.656 eV
charge = +2
E = -10893.55244 eV
HOMO energy = -18.016 eV

Each line ends with the Mulliken charge.
Element x y z (Å)
1 C 0.784 -1.815 -1.425  -0.66
2 C 0.181 -1.213 -0.147  -0.60
3 C -1.093 -0.371 -0.481  -1.02
4 N -1.642 1.765 2.315  -0.25
5 C -1.928 1.057 1.267  0.18
6 N -1.118 0.915 0.229  -0.10
7 N 2.238 -2.183 -1.259  -0.23
8 H 0.659 -1.118 -2.236  0.45
9 H 0.220 -2.714 -1.677  0.29
10 H -0.026 -1.891 0.677  0.40
11 H 0.938 -0.498 0.210  0.39
12 H -1.110 -0.164 -1.548  0.46
13 H -1.955 -0.984 -0.230  0.49
14 H -2.246 1.813 3.128  0.27
15 H -0.784 2.296 2.388  0.20
16 H -2.876 0.538 1.205  0.39
17 H -0.244 1.454 0.213  0.27
18 H 2.665 -1.590 -0.548  0.36
19 H 2.678 -2.088 -2.179  0.36
20 H 2.409 -3.174 -1.068  0.39
21 H 0.545 3.219 -0.347  0.35
22 H 0.830 3.798 0.987  0.34
23 O 0.876 2.948 0.524  -0.72